A structure of composition C40H52I2N8O3PSTi, computed with ωB97M-V/def2-TZVPD.

Values from the calculation:
* net charge: +1
* relative energy (zero: lowest compared OMol25 entry of this formula, charge and spin): 25.8 kcal per mole
* E_HOMO: -10.186 eV
* lowest unoccupied orbital energy: -2.9096 eV

Last column: Löwdin charge in e.
CARTESIAN COORDINATES (ANGSTROEM)
Ti  -0.450  -0.067  0.286  1.068
I  -1.768  4.384  6.351  0.884
C  -1.766  2.966  4.819  -0.739
C  -2.911  2.762  4.062  -0.216
C  -2.901  1.833  3.034  -0.617
I  -4.624  1.529  1.910  1.044
C  -1.752  1.091  2.737  -0.405
O  -1.697  0.225  1.731  -0.235
C  -0.616  1.306  3.528  -0.166
C  0.614  0.517  3.195  -0.112
N  0.996  0.733  1.779  -0.103
C  1.261  2.150  1.454  -0.110
C  0.038  2.857  0.929  -0.256
C  -0.193  4.201  1.156  0.013
C  -1.308  4.794  0.587  -0.017
C  -2.165  4.025  -0.185  -0.026
C  -1.879  2.685  -0.354  -0.099
N  -0.792  2.120  0.181  0.018
C  -0.621  2.235  4.557  -0.110
H  -3.811  3.324  4.268  0.084
H  0.428  -0.553  3.317  0.129
H  1.438  0.808  3.854  0.131
H  1.848  0.220  1.568  0.074
H  2.024  2.169  0.671  0.111
H  1.651  2.682  2.325  0.137
H  0.481  4.767  1.786  0.128
H  -1.516  5.842  0.759  0.121
H  -3.059  4.442  -0.626  0.118
H  -2.540  2.037  -0.917  0.089
H  0.272  2.387  5.151  0.104
C  -3.933  3.367  -4.251  -0.036
C  -3.745  2.089  -3.479  -0.269
C  -4.687  1.682  -2.538  -0.031
C  -4.507  0.521  -1.799  -0.075
C  -3.369  -0.241  -2.003  -0.290
C  -2.423  0.132  -2.955  -0.057
C  -2.616  1.294  -3.682  -0.036
S  -3.134  -1.705  -1.039  0.615
O  -3.895  -1.566  0.165  -0.304
O  -3.333  -2.884  -1.837  -0.276
N  -1.525  -1.525  -0.758  -0.209
C  -0.792  -2.585  -0.239  -0.378
C  -0.761  -3.920  -0.650  0.020
C  0.127  -4.764  -0.020  -0.029
C  0.977  -4.285  0.984  -0.047
C  0.891  -2.959  1.326  -0.119
N  0.014  -2.138  0.743  0.025
H  -4.989  3.585  -4.399  0.084
H  -3.451  3.314  -5.226  0.082
H  -3.495  4.211  -3.712  0.081
H  -5.575  2.281  -2.380  0.123
H  -5.229  0.206  -1.058  0.099
H  -1.546  -0.481  -3.114  0.099
H  -1.884  1.589  -4.425  0.114
H  -1.429  -4.252  -1.430  0.113
H  0.170  -5.805  -0.311  0.119
H  1.674  -4.939  1.488  0.110
H  1.516  -2.535  2.103  0.107
N  0.915  0.057  -0.874  -0.231
P  2.361  0.177  -1.482  0.615
N  2.552  1.665  -2.176  -0.193
C  3.685  1.873  -3.099  -0.198
C  3.182  2.212  -4.495  -0.175
C  2.449  3.560  -4.475  -0.179
C  1.733  3.770  -3.130  -0.170
C  1.335  2.442  -2.508  -0.199
N  3.603  0.034  -0.390  -0.187
C  4.648  1.032  -0.152  -0.200
C  4.976  1.138  1.332  -0.173
C  5.348  -0.222  1.913  -0.187
C  4.239  -1.234  1.642  -0.181
C  3.920  -1.296  0.153  -0.200
N  2.567  -1.072  -2.534  -0.184
C  3.865  -1.632  -2.941  -0.209
C  3.882  -1.851  -4.448  -0.169
C  2.853  -2.923  -4.836  -0.178
C  1.648  -2.902  -3.881  -0.171
C  1.405  -1.503  -3.339  -0.197
H  4.299  0.972  -3.123  0.094
H  4.324  2.682  -2.731  0.122
H  2.511  1.414  -4.825  0.103
H  4.018  2.235  -5.196  0.119
H  1.733  3.603  -5.297  0.111
H  3.162  4.370  -4.638  0.112
H  0.843  4.387  -3.257  0.114
H  2.384  4.300  -2.428  0.116
H  0.688  1.889  -3.201  0.114
H  0.763  2.597  -1.602  0.078
H  4.311  1.992  -0.537  0.100
H  5.559  0.752  -0.700  0.129
H  4.109  1.542  1.866  0.101
H  5.794  1.847  1.465  0.120
H  5.541  -0.142  2.983  0.116
H  6.274  -0.573  1.447  0.121
H  3.346  -0.957  2.214  0.089
H  4.530  -2.229  1.983  0.122
H  3.082  -1.965  -0.044  0.101
H  4.797  -1.704  -0.364  0.120
H  4.037  -2.590  -2.436  0.119
H  4.668  -0.964  -2.633  0.099
H  4.883  -2.143  -4.768  0.118
H  3.653  -0.901  -4.940  0.104
H  3.320  -3.909  -4.806  0.111
H  2.524  -2.764  -5.864  0.112
H  1.817  -3.574  -3.035  0.111
H  0.747  -3.252  -4.385  0.118
H  0.521  -1.480  -2.703  0.076
H  1.232  -0.813  -4.176  0.119

A structure of composition C40H53BrN5O4PV, computed with ωB97M-V/def2-TZVPD.

Values from the calculation:
* net charge: +1
* relative energy (zero: lowest compared OMol25 entry of this formula, charge and spin): 0.0 kcal per mole
* multiplicity: 3
* E_HOMO (alpha / beta): -9.951 / -10.120 eV
* lowest unoccupied orbital energy (alpha / beta): -2.7850 / -2.2023 eV

Last column: Löwdin spin population.
CARTESIAN COORDINATES (ANGSTROEM)
V  -0.434  0.246  1.524  1.947
C  3.164  2.649  7.235  -0.001
C  2.603  1.909  6.055  -0.004
C  3.035  0.630  5.723  0.001
C  2.489  -0.056  4.658  -0.005
C  1.499  0.495  3.830  0.001
N  0.969  -0.210  2.737  -0.026
C  1.426  -1.529  2.518  0.008
C  2.751  -1.846  2.214  0.004
C  3.148  -3.157  2.024  0.000
C  2.233  -4.208  2.076  0.004
C  2.653  -5.622  1.797  0.001
C  0.907  -3.900  2.347  -0.001
C  0.518  -2.589  2.585  0.006
N  -0.845  -2.352  2.942  0.004
C  -1.605  -3.098  3.763  0.006
C  -2.849  -2.512  3.839  0.001
C  -2.752  -1.379  3.033  0.007
N  -1.544  -1.288  2.490  0.001
C  1.040  1.769  4.199  -0.004
C  1.583  2.444  5.288  0.001
N  -0.057  2.406  3.534  0.005
C  -0.441  3.691  3.647  0.006
C  -1.708  3.813  3.122  0.001
C  -2.023  2.532  2.681  0.007
N  -1.028  1.683  2.930  0.002
H  4.227  2.443  7.355  0.000
H  2.665  2.347  8.158  0.000
H  3.038  3.726  7.126  0.000
H  3.805  0.152  6.315  0.000
H  2.841  -1.056  4.464  0.000
H  3.472  -1.042  2.145  0.000
H  4.188  -3.368  1.806  0.000
H  3.720  -5.756  1.970  0.000
H  2.450  -5.887  0.757  0.000
H  2.113  -6.329  2.427  0.000
H  0.161  -4.685  2.361  0.000
H  -1.200  -3.972  4.243  0.000
H  -3.695  -2.845  4.412  0.000
H  -3.496  -0.627  2.823  0.000
H  1.177  3.404  5.572  0.000
H  0.196  4.431  4.095  0.000
H  -2.301  4.706  3.046  0.000
H  -2.899  2.199  2.148  0.001
C  1.422  0.617  -5.730  0.000
C  1.012  2.022  -5.264  0.000
C  2.195  2.983  -5.444  0.000
C  -0.140  2.501  -6.146  0.000
C  0.623  1.961  -3.787  -0.002
C  1.556  1.540  -2.848  0.001
C  1.191  1.440  -1.521  -0.001
Br  2.509  0.892  -0.252  0.009
C  -0.093  1.725  -1.070  0.007
O  -0.424  1.533  0.219  0.008
C  -1.026  2.244  -1.986  -0.003
C  -0.638  2.325  -3.321  0.000
C  -2.398  2.762  -1.525  0.000
C  -2.173  3.924  -0.546  0.000
C  -3.245  1.666  -0.863  0.001
C  -3.220  3.309  -2.695  0.000
H  1.722  0.641  -6.779  0.000
H  0.590  -0.084  -5.633  0.000
H  2.260  0.230  -5.150  0.000
H  2.486  3.028  -6.495  0.000
H  3.065  2.663  -4.870  0.000
H  1.930  3.990  -5.119  0.000
H  0.183  2.512  -7.187  0.000
H  -0.455  3.514  -5.887  0.000
H  -1.007  1.841  -6.075  0.000
H  2.569  1.290  -3.133  0.000
H  -1.354  2.701  -4.034  0.000
H  -1.568  3.625  0.306  0.000
H  -3.134  4.295  -0.182  0.000
H  -1.666  4.747  -1.052  0.000
H  -2.768  1.265  0.030  0.001
H  -3.418  0.834  -1.543  0.000
H  -4.214  2.083  -0.578  0.000
H  -2.692  4.104  -3.222  0.000
H  -4.151  3.726  -2.308  0.000
H  -3.485  2.532  -3.416  0.000
C  -2.747  -4.320  -0.972  0.000
C  -2.163  -3.372  0.050  0.000
O  -0.803  -3.059  -0.313  -0.003
P  -0.367  -1.515  -0.542  0.005
O  -1.441  -0.936  -1.564  -0.001
C  -1.474  -1.363  -2.955  -0.001
C  -2.767  -0.900  -3.576  0.000
O  0.870  -1.745  -1.511  0.003
C  2.015  -2.572  -1.233  0.000
C  2.904  -2.537  -2.452  0.000
H  -3.757  -4.608  -0.679  0.000
H  -2.140  -5.221  -1.050  0.000
H  -2.796  -3.849  -1.953  0.000
H  -2.144  -3.827  1.043  0.000
H  -2.758  -2.457  0.105  0.000
H  -1.377  -2.450  -2.993  0.000
H  -0.611  -0.920  -3.450  0.000
H  -3.630  -1.291  -3.037  0.000
H  -2.818  -1.253  -4.607  0.000
H  -2.821  0.188  -3.588  0.000
H  1.667  -3.582  -1.009  0.000
H  2.528  -2.169  -0.362  0.000
H  2.383  -2.928  -3.325  0.000
H  3.794  -3.143  -2.279  0.000
H  3.217  -1.514  -2.658  0.000